13
Properties=species:S:1:pos:R:3:forces:R:3 method="wB97M-V/def2-TZVPD" gap_ha="0.281 / 0.152" charge=+1 multiplicity=2 s2=0.757
C 2.5503 -0.9656 1.6836 -0.1 -0.2 0.9
C 1.3640 -0.1122 1.2665 0.2 1.8 0.7
H 3.1498 -1.3792 0.8188 -0.6 0.6 1.2
H 2.0672 -1.7478 2.2277 0.2 -1.3 0.2
H 3.1510 -0.5142 2.5066 0.0 0.1 -1.2
H 0.5752 -0.6488 0.8269 -1.2 -1.4 -0.4
H 0.8667 0.5986 1.9922 0.9 -1.0 -0.2
H 1.6757 0.5052 0.4754 0.5 1.3 -1.1
C -1.6366 0.6840 -1.8069 0.4 1.9 -3.4
N -2.8606 0.5485 -1.5825 2.4 -0.1 -0.2
H -1.2787 1.4755 -2.6453 -0.5 -1.6 1.9
H -0.9191 -0.0376 -1.3542 -0.1 0.2 -0.1
H -2.9300 0.2719 -0.6297 -2.2 -0.5 1.9

14
Properties=species:S:1:pos:R:3:forces:R:3 method="wB97M-V/def2-TZVPD" gap_ha=0.356 charge=+1
C 0.5571 -1.1129 0.0938 -0.2 -0.3 -0.1
N 1.7253 -0.4582 0.3671 -0.1 -0.6 0.1
H -0.0544 -1.4274 0.9221 0.3 0.0 0.5
H 0.5191 -1.8326 -0.7021 0.1 0.1 -0.5
H 2.3528 -0.3552 -0.4151 0.2 -0.1 0.0
H 2.1908 -0.8069 1.1997 -0.2 0.6 0.1
C -1.1806 -0.2425 -0.8228 -0.1 -0.9 1.3
C -0.4826 0.8188 -0.3576 -0.8 1.6 -1.5
N -0.7281 1.6013 0.7200 0.6 -0.5 0.4
H -1.1099 -0.5861 -1.8419 0.3 -0.1 0.0
H -1.9813 -0.6221 -0.1948 0.0 -0.2 -0.2
H 0.2377 1.2186 -1.0694 -0.1 0.4 0.2
H -0.9453 2.5634 0.5180 0.6 0.3 0.2
H -1.1006 1.2417 1.5832 -0.6 -0.1 -0.2

14
Properties=species:S:1:pos:R:3:forces:R:3 method="wB97M-V/def2-TZVPD" gap_ha=0.341 charge=+1
C -0.7140 -1.0092 -1.0545 1.4 -0.6 0.0
C -0.2727 -0.2690 0.1640 0.1 0.4 -0.6
C 0.8550 0.4481 0.3472 -1.7 1.2 0.1
N 1.7858 0.8204 -0.5502 0.4 -0.5 0.0
N -1.3967 0.0099 1.1152 -0.3 -1.1 -0.2
H 0.1911 -1.3687 -1.5657 -0.1 0.3 0.0
H -1.1811 -1.9708 -0.8288 -0.6 0.3 0.0
H -1.2457 -0.3821 -1.7634 -0.4 -0.1 -0.1
H 0.8367 1.0456 1.2573 0.6 -0.1 0.1
H 1.8121 0.4545 -1.4890 0.0 -0.1 0.2
H 2.5780 1.3615 -0.2438 0.0 -0.2 -0.1
H -2.2946 0.0207 0.6185 0.2 0.3 -0.3
H -1.5252 -0.7935 1.7387 0.2 0.4 0.5
H -1.3265 0.9000 1.6042 0.2 -0.2 0.3

14
Properties=species:S:1:pos:R:3:forces:R:3 method="wB97M-V/def2-TZVPD" gap_ha=0.324 charge=+1
C -0.2100 -1.0837 0.9231 -0.7 -0.8 -0.9
C -0.0022 0.1916 0.2632 -1.0 2.3 -7.2
C -0.1440 0.5527 -1.1362 1.2 -2.3 2.9
N -0.4517 -0.3732 -2.1035 0.9 -0.3 3.1
N 0.6229 1.1896 1.0648 0.3 -1.4 5.4
H -1.0069 -1.6620 0.4967 -0.7 0.0 -0.3
H -0.3079 -1.1803 1.9625 -0.7 0.9 1.8
H 0.6015 -1.7213 0.7928 2.0 -1.2 -0.7
H 0.2957 1.4879 -1.5623 -0.8 -0.6 0.8
H -0.8740 -1.2526 -1.9506 -0.1 -1.1 1.5
H -0.7853 -0.1713 -2.9558 -0.9 2.2 -3.7
H 0.9920 2.1126 0.8063 -0.2 -0.5 -0.7
H 1.4032 0.5778 1.5624 -1.3 2.3 -0.8
H -0.1333 1.3323 1.8365 1.9 0.4 -1.0

14
Properties=species:S:1:pos:R:3:forces:R:3 method="wB97M-V/def2-TZVPD" gap_ha=0.105 charge=+1
C -4.5232 1.3711 0.3794 -0.7 3.5 -0.2
C -4.2614 1.9096 1.6906 0.9 -1.9 1.4
C -3.3267 1.2455 2.8907 0.7 2.0 -1.7
N -2.1336 2.2677 2.6819 -2.3 -0.5 -0.3
N -4.5905 3.0961 2.1086 0.8 -3.4 2.6
H -5.1726 2.1369 -0.2000 1.0 -1.6 0.6
H -4.2591 0.4634 -0.1686 -0.1 -0.2 0.9
H -3.0642 0.1978 2.7328 0.4 0.3 -0.5
H 21.6128 -11.0010 -11.4427 1.1 -3.8 -1.3
H -1.5880 2.4518 3.5343 -0.3 -0.2 -0.6
H -3.7055 1.2873 3.9193 -0.7 0.6 -0.6
H -4.5303 3.8870 1.5898 -1.0 2.9 -3.0
H -2.5069 3.1451 2.2132 1.1 -1.4 1.3
H 22.0493 -12.4584 -11.9293 -1.1 3.8 1.3

14
Properties=species:S:1:pos:R:3:forces:R:3 method="wB97M-V/def2-TZVPD" gap_ha=0.357 charge=+1 smiles="C=C[NH2+]CN"
C 0.6316 -0.7559 -0.6483 -0.1 -1.8 -0.2
N 0.2104 -2.1402 -0.7448 0.8 -0.6 -0.5
H 0.9518 -0.3760 -1.6130 0.0 0.1 0.1
H 1.4396 -0.6995 0.0771 -0.2 0.8 0.2
H 0.6884 -2.7390 -0.0750 -0.4 0.4 0.6
H 0.5886 -2.5650 -1.5900 -0.6 0.3 -0.4
C -0.5315 2.1970 0.9164 0.7 0.3 1.4
C -0.3772 0.8682 1.0186 -0.4 0.0 -0.5
N -0.5738 0.0526 -0.2187 2.2 1.6 0.2
H -0.9750 2.7640 1.7323 1.0 -0.3 0.7
H 0.0931 2.8530 0.3062 -1.4 -0.3 -1.7
H 0.0159 0.2885 1.8455 -1.4 -0.1 0.6
H -1.3990 -0.5419 -0.1058 0.1 -0.1 -0.1
H -0.7629 0.7943 -0.9004 -0.4 -0.5 -0.4

14
Properties=species:S:1:pos:R:3:forces:R:3 method="wB97M-V/def2-TZVPD" gap_ha="0.433 / 0.280" charge=+2 multiplicity=2 s2=0.769
C -1.2891 -1.1716 -0.1746 1.8 -0.6 -0.2
C -0.0459 -0.3246 0.0003 -1.8 -0.4 -2.1
C 0.1136 0.5272 1.0309 0.5 2.1 0.9
N 1.0016 1.6210 1.1561 -2.3 -1.6 0.5
N 0.8110 -0.2836 -1.2270 -0.1 -0.1 1.5
H -2.0664 -0.5973 -0.6770 -0.4 0.3 0.3
H -1.5838 -1.7041 0.7278 -0.4 0.5 0.2
H -1.0502 -1.9629 -0.8883 0.0 -0.2 0.0
H -0.7106 0.4599 1.7543 0.9 -0.5 0.8
H 0.6533 2.4409 0.6401 1.2 0.1 -0.5
H 1.2014 1.8371 2.1411 -0.1 0.2 -0.2
H 0.4281 -0.9469 -1.9064 0.2 0.0 -0.2
H 1.7748 -0.5644 -0.9684 0.0 0.3 -0.5
H 0.7623 0.6693 -1.6089 0.5 -0.1 -0.3

15
Properties=species:S:1:pos:R:3:forces:R:3 method="wB97M-V/def2-TZVPD" gap_ha=0.234 charge=-1
C -0.0010 1.8496 -1.7171 0.4 2.0 0.0
C 0.7826 -3.3900 1.4989 -0.3 1.4 1.0
C 0.5588 0.7107 -0.8403 -2.6 1.3 0.4
N -0.0623 -2.4852 1.2224 1.1 0.5 -0.4
N 0.4751 0.9905 0.5555 0.3 0.4 1.4
O 1.0595 -0.0717 1.3255 -1.0 0.0 -0.4
H 0.7804 2.6828 -1.7812 -0.6 -1.3 -0.5
H -0.3038 1.4206 -2.6734 0.5 0.3 -0.4
H -0.8616 2.5235 -1.4663 0.1 -1.3 0.8
H 0.6277 -4.4312 1.1779 0.0 -0.1 0.1
H 0.3390 -1.2798 1.3289 0.2 -0.9 0.2
H 1.6832 -3.2105 2.1922 -0.6 -0.2 -1.0
H 0.1012 -0.2124 -1.1230 -0.7 -1.0 -0.2
H 1.5471 0.6341 -1.1406 2.2 -0.3 -0.2
H -0.4805 1.2394 0.9023 0.9 -0.8 -0.7

Respective total energy values: -174.0021; -228.8791; -228.9448; -228.8978; -228.5725; -228.8701; -228.4283; -304.3360 Ha.